[1]
C6H13N4O2 | ωB97M-V with the def2-TZVPD basis set

Cartesian coordinates (Å):
C -1.325 -1.785 0.704
C 0.236 -1.529 0.772
C -0.346 0.716 1.207
C 0.162 -0.541 -2.014
C 2.457 0.202 -1.033
C 0.823 0.208 -0.900
N -0.654 1.941 0.686
N -2.000 -0.622 1.060
N 0.456 -0.138 0.421
N -1.070 2.967 1.355
O -1.156 2.949 2.580
O -1.375 3.958 0.693
H -1.505 -2.017 -0.264
H -1.666 -2.558 1.507
H 0.471 -1.699 1.797
H 0.802 -2.056 0.126
H -0.541 0.514 2.231
H -0.298 0.181 -2.757
H 0.784 -1.402 -2.398
H -0.799 -1.052 -1.710
H 2.945 0.846 -0.346
H 2.533 0.466 -2.181
H 2.804 -0.797 -0.934
H 0.482 1.228 -0.906
H -2.218 0.021 0.305

The net charge is -1. Its energy above the lowest of the compared OMol25 structures with the same formula, charge and spin is 76.08 kJ/mol. The value obtained for the highest occupied orbital energy (alpha / beta) is -3.4 / -3.4 eV. The frontier orbital gap (alpha / beta) is 6.81 / 6.81 eV. The LUMO energy (alpha / beta) comes out at 3.3939 / 3.3939 eV.

[2]
C6H13N4O2 | ωB97M-V with the def2-TZVPD basis set

Cartesian coordinates (Å):
C -0.526 0.036 0.412
C -0.401 -0.400 1.745
C -3.614 -0.267 -1.502
C 2.814 1.520 0.084
C 2.412 -0.939 -0.230
C 0.535 0.608 -0.476
N -2.466 -0.980 1.106
N -1.778 -0.316 0.044
N -2.235 -0.120 -1.190
N 1.846 0.316 0.214
O 0.663 -0.372 2.401
O -1.536 -0.978 2.168
H -3.875 -1.251 -1.004
H -4.095 0.528 -1.076
H -3.865 -0.130 -2.476
H 2.311 2.428 0.143
H 3.352 1.397 0.977
H 3.603 1.479 -0.762
H 2.712 -0.775 -1.363
H 3.271 -1.304 0.207
H 1.756 -1.663 0.005
H 0.297 1.597 -0.582
H 0.653 0.192 -1.410
H -3.332 -0.617 1.296
H 1.498 0.012 1.270

The net charge is +1. Its energy above the lowest of the compared OMol25 structures with the same formula, charge and spin is 710.62 kJ/mol. The value obtained for the highest occupied orbital energy is -12.4 eV. The frontier orbital gap is 8.48 eV. The LUMO energy comes out at -3.9199 eV. Its structure (SMILES) is C/N=[N+]1\NOC([O-])=C1C[NH+](C)C.

[3]
C6H13N4O3P | ωB97M-V with the def2-TZVPD basis set

Cartesian coordinates (Å):
C -2.893 1.517 -0.065
C -2.777 -0.831 0.340
C 0.595 2.885 -0.484
C 2.436 -1.626 1.039
C 0.769 1.759 0.605
C 2.256 -1.718 -0.488
N -2.803 2.661 -0.360
N -0.770 -1.761 -0.351
N -3.241 -1.950 0.874
N -3.184 0.327 0.369
O -0.531 0.458 -2.026
O -0.089 0.633 0.472
O 1.616 -0.493 -0.932
P -0.064 -0.429 -0.710
H 0.610 2.595 -1.537
H -0.404 3.372 -0.442
H 1.354 3.579 -0.389
H 1.496 -1.896 1.476
H 3.102 -2.387 1.220
H 2.696 -0.623 1.212
H 0.638 2.063 1.678
H 1.750 1.434 0.583
H 1.592 -2.521 -0.730
H 3.199 -1.991 -1.086
H -2.608 -2.752 0.864
H -4.132 -2.002 1.498
H -0.615 -0.301 -2.630

Its energy above the lowest of the compared OMol25 structures with the same formula, charge and spin is 410.74 kJ/mol. The value obtained for the highest occupied orbital energy (alpha / beta) is -9.2 / -9.2 eV. The frontier orbital gap (alpha / beta) is 8.17 / 8.18 eV. The LUMO energy (alpha / beta) comes out at -1.0737 / -1.0731 eV.